[1]
This record from OMol25 describes 2 unconnected molecules or ions with the total composition C9H10FIN3 at a distorted geometry. The level of theory is ωB97M-V with the def2-TZVPD basis set.

Geometry as ORCA input:
```
! wB97M-V def2-TZVPD RIJCOSX def2/J DEFGRID3
* xyz 1 1
C 0.22 1.04 2.83
C 0.48 2.38 2.50
C 0.37 -0.04 1.92
C 0.93 2.63 1.21
C 0.65 0.22 0.60
C 0.96 1.55 0.26
C -0.06 -2.64 -1.42
C 0.47 -2.08 -0.24
C -0.38 -1.60 -2.26
N 0.16 -0.49 -1.65
N 0.54 -0.76 -0.36
N -0.87 -1.66 -3.48
F 1.30 1.77 -0.98
I -2.30 1.78 -0.55
H -0.10 0.86 3.80
H 0.20 3.22 3.20
H 0.04 -0.98 2.12
H 1.20 3.66 0.85
H -0.17 -3.67 -1.54
H 0.73 -2.55 0.67
H -0.31 0.34 -1.89
H -1.02 -2.44 -4.16
H -1.25 -0.78 -3.64
H -2.07 3.32 -0.93
*
```

The calculation puts the highest occupied orbital energy at -12.216 eV. Its orbital gap is 8.7 eV. The max |F| comes out at 3.64 eV/Å.

These are the Mulliken partial charges, in e, on atoms 1 to 5: -0.691 -0.459 -0.749 -0.419 0.647

---

[2]
This record from OMol25 describes a single C7H7N molecule at a distorted geometry. The level of theory is ωB97M-V with the def2-TZVPD basis set.

Geometry as ORCA input:
```
! wB97M-V def2-TZVPD RIJCOSX def2/J DEFGRID3
* xyz 0 1
C 1.53 1.03 -0.02
C 2.10 -0.25 -0.29
C 1.04 -1.21 -0.21
C -1.38 -1.11 0.19
C -2.08 -0.07 -0.46
C -1.35 1.12 -0.37
C -0.02 0.71 0.29
H 1.98 1.96 -0.13
H 3.16 -0.50 -0.48
H 1.26 -2.22 -0.28
H -1.63 -2.02 0.63
H -3.09 -0.16 -0.37
H -1.66 2.19 0.02
H 0.22 1.17 1.38
N -0.10 -0.65 0.09
*
```

The calculation puts the highest occupied orbital energy at -6.265 eV. Its orbital gap is 6.3 eV. The max |F| comes out at 5.18 eV/Å.

These are the Mulliken partial charges, in e, on atoms 1 to 5: -0.696 -0.431 -0.394 -0.429 -0.543

---

[3]
This record from OMol25 describes a single C16H18N2O5S molecule. The level of theory is ωB97M-V with the def2-TZVPD basis set.

Geometry as ORCA input:
```
! wB97M-V def2-TZVPD RIJCOSX def2/J DEFGRID3
* xyz 0 1
C 2.04 -3.20 6.61
O 1.58 -2.64 5.38
C 0.26 -2.50 5.26
O -0.52 -2.81 6.12
C -0.13 -1.91 3.95
C -1.50 -1.71 3.70
C -1.91 -1.17 2.50
C -0.97 -0.82 1.54
C -1.40 -0.25 0.26
O -2.56 -0.04 -0.03
N -0.38 0.06 -0.64
C -0.77 0.63 -1.92
C -0.72 2.16 -1.88
C -1.15 2.80 -3.20
C 0.02 3.23 -4.10
C 0.88 2.06 -4.60
C 0.08 1.13 -5.46
O -0.62 1.45 -6.39
O 0.22 -0.15 -5.10
C 0.95 -0.11 -0.38
S 2.15 0.29 -1.43
N 1.29 -0.65 0.82
C 0.40 -1.02 1.79
C 0.81 -1.56 3.00
H 1.75 -2.56 7.44
H 1.60 -4.19 6.76
H 3.12 -3.26 6.53
H -2.20 -1.99 4.46
H -2.95 -1.01 2.28
H -0.11 0.23 -2.69
H -1.80 0.30 -2.11
H 0.29 2.48 -1.62
H -1.39 2.49 -1.08
H -1.73 3.70 -2.99
H -1.79 2.12 -3.75
H -0.38 3.75 -4.97
H 0.66 3.92 -3.55
H 1.33 1.51 -3.77
H 1.69 2.46 -5.21
H -0.28 -0.74 -5.69
H 2.29 -0.78 0.98
H 1.86 -1.71 3.20
*
```

The calculation puts the highest occupied orbital energy at -8.686 eV. Its orbital gap is 8.1 eV. As for the SMILES: COC(=O)c1ccc2c(=O)n(CCCCCC(=O)O)c(=S)[nH]c2c1. The max |F| comes out at 0.80 eV/Å.

These are the Mulliken partial charges, in e, on atoms 1 to 5: -0.661 -0.300 0.499 -0.597 0.411

---

Taking the records one at a time from the top gives energy relative to the best compared isomer or geometry (same formula, charge and spin) values of 9.3 109.4 3.0 kcal/mol.
Taking the records one at a time from the top gives DFT total energy values of -24775.571 -8856.882 -40939.504 eV.
Taking the records one at a time from the top gives E_LUMO values of -3.52 0.04 -0.55 eV.